[1]
The following is a DFT calculation (ωB97M-V with the def2-TZVPD basis set) of a molecular structure, C4H6O3Si.

Each line ends with the Mulliken charge.
Atoms and positions in Å:
C1 1.63 -0.51 -0.88  -0.299
C2 1.43 -0.46 0.56  -0.180
C3 0.54 -0.25 -1.61  -0.645
C4 0.17 -0.24 0.87  0.093
O1 -0.23 0.15 2.60  -0.589
O2 -1.53 1.65 -0.33  -0.485
O3 -2.34 -0.79 -0.65  -0.527
Si1 -0.99 0.17 -0.49  0.481
H1 2.57 -0.54 -1.27  0.484
H2 2.36 -0.41 1.18  0.320
H3 0.69 -0.06 -2.66  0.416
H4 -0.32 -0.70 3.13  0.285
H5 -0.90 2.20 0.14  0.346
H6 -3.08 -0.22 -0.61  0.302

Results
- ΔE to the lowest compared entry with this formula, charge and spin (eV) = 1.490
- total charge = 0

[2]
The following is a DFT calculation (ωB97M-V with the def2-TZVPD basis set) of a molecular structure, C5H22F6N2O10S2.

Each line ends with the Mulliken charge.
Atoms and positions in Å:
N1 0.20 0.32 -0.07  -0.424
H1 1.13 -0.06 0.08  0.232
H2 -0.56 -0.27 0.23  0.582
H3 -0.05 0.39 -1.05  0.449
H4 0.09 1.25 0.31  -1.006
C1 2.51 2.42 0.28  0.701
F1 3.51 3.31 0.21  -0.234
F2 2.40 1.82 -0.89  -0.224
F3 2.72 1.59 1.22  -0.130
S1 0.81 3.43 0.60  0.886
O1 0.92 3.93 1.98  -0.601
O2 0.81 4.51 -0.39  -0.600
N2 -0.33 2.15 0.43  0.565
S2 -1.57 2.97 -0.06  0.924
O3 -1.91 4.21 0.68  -0.630
O4 -1.58 3.13 -1.51  -0.655
C2 -2.96 1.69 0.32  0.636
F4 -2.87 0.59 -0.42  -0.172
F5 -2.78 1.30 1.60  -0.291
F6 -4.18 2.25 0.10  -0.219
O5 -1.65 -0.91 0.71  -0.506
H5 -2.08 -0.46 1.45  0.300
H6 -2.29 -1.56 0.42  0.244
O6 -0.16 1.20 2.29  -0.598
H7 -0.04 1.76 1.53  -0.136
H8 -0.88 1.60 2.78  0.371
O7 2.01 -0.93 0.45  -0.526
H9 2.47 -1.33 -0.29  0.334
H10 2.45 -1.28 1.23  0.163
O8 1.65 0.23 2.76  -0.894
H11 2.02 -0.14 1.96  0.235
H12 0.79 0.56 2.50  0.543
O9 -0.32 0.74 -2.00  -0.318
H13 -0.99 0.20 -2.42  0.367
H14 -0.26 1.52 -2.55  0.395
C3 -0.10 -2.61 -0.28  -0.254
C4 -0.30 -3.87 -1.11  0.222
C5 0.28 -3.77 -2.49  -1.335
O10 0.24 -4.95 -0.37  -0.565
H15 0.91 -2.20 -0.35  -0.005
H16 -0.21 -2.77 0.80  0.330
H17 -0.80 -1.81 -0.50  0.102
H18 -1.39 -3.93 -1.08  0.373
H19 -0.22 -3.03 -3.12  0.306
H20 0.10 -4.70 -3.02  0.366
H21 1.32 -3.45 -2.37  0.344
H22 1.17 -5.02 -0.59  0.351

Results
- total charge = 0

[3]
The following is a DFT calculation (ωB97M-V with the def2-TZVPD basis set) of a single C5H10O molecule.

Each line ends with the Mulliken charge.
Atoms and positions in Å:
C1 1.40 -0.76 1.35  -1.135
C2 1.37 -0.60 -0.17  -0.345
C3 0.07 -0.47 -0.92  -0.535
C4 -1.00 0.27 -0.64  0.694
C5 -1.35 0.98 0.64  -1.252
O1 -1.96 0.42 -1.62  -0.540
H1 2.43 -0.92 1.67  0.357
H2 1.04 0.13 1.87  0.284
H3 0.80 -1.61 1.68  0.299
H4 1.96 0.29 -0.43  0.247
H5 1.92 -1.44 -0.61  0.334
H6 0.05 -0.92 -1.91  0.317
H7 -2.43 0.91 0.80  0.376
H8 -1.07 2.04 0.62  0.297
H9 -0.86 0.53 1.51  0.291
H10 -2.23 1.34 -1.61  0.309

Results
- ΔE to the lowest compared entry with this formula, charge and spin (eV) = 0.933
- total charge = 0

Kohn-Sham gap values, unit hartree, following the record order: 0.3303 0.3350 0.3473.
Highest occupied orbital energy values, unit eV, following the record order: -9.2 -9.5 -8.5.